Entry 1:
The following is a DFT calculation (wB97M-V/def2-TZVPD) of a cluster of 17 separate species, C19H72N14O17 in total.

Output
- orbital gap (eV) = 8.5185
- E_HOMO (eV) = -8.148

Geometry as ORCA input:
```
! wB97M-V def2-TZVPD RIJCOSX def2/J DEFGRID3
* xyz 0 1
O -14.518 -7.494 -26.872
O -13.621 -5.696 -24.229
O -10.694 -8.297 -22.296
O -9.469 -11.331 -24.885
O -9.889 -14.115 -25.044
O -9.128 -10.024 -28.194
O -7.302 -4.456 -28.277
O -8.832 -5.834 -23.886
O -7.408 -7.826 -26.439
O -14.458 -9.477 -22.731
O -13.015 -3.322 -26.259
O -13.296 -11.554 -27.072
O -10.148 -7.440 -25.458
O -15.087 -14.031 -24.779
O -13.091 -5.626 -27.931
O -13.128 -11.899 -20.979
O -10.098 -7.294 -29.186
N -6.996 -8.051 -28.755
N -11.711 -12.671 -25.120
N -14.247 -11.927 -24.215
N -5.295 -8.021 -27.389
N -10.909 -2.577 -25.453
N -14.634 -3.609 -23.551
N -8.623 -3.094 -26.806
N -7.323 -10.437 -25.487
N -7.777 -12.483 -25.917
N -11.417 -4.647 -24.982
N -9.460 -5.031 -27.404
N -15.900 -5.209 -24.429
N -14.649 -13.341 -22.612
N -12.117 -14.692 -25.554
C -7.520 -6.030 -24.247
C -8.137 -11.367 -25.392
C -8.438 -4.233 -27.490
C -11.246 -13.811 -25.341
C -11.761 -9.293 -25.650
C -11.805 -3.557 -25.584
C -11.431 -7.835 -25.937
C -13.772 -12.465 -28.017
C -10.962 -7.613 -30.226
C -14.426 -8.523 -27.752
C -14.710 -4.787 -24.114
C -9.460 -9.046 -22.269
C -14.639 -13.159 -23.902
C -6.611 -8.001 -27.523
C -13.738 -8.359 -22.282
C -14.731 -7.432 -21.663
C -12.106 -11.639 -21.853
C -10.222 -10.972 -28.469
C -14.268 -5.225 -28.678
H -14.204 -4.171 -28.930
H -14.450 -5.761 -29.542
H -15.402 -2.867 -23.395
H -6.846 -5.702 -23.479
H -14.343 -11.867 -28.670
H -11.950 -7.498 -29.821
H -4.772 -7.697 -26.529
H -8.453 -10.441 -27.658
H -6.326 -7.671 -29.358
H -6.847 -12.656 -26.308
H -14.032 -11.254 -23.499
H -12.253 -10.828 -22.530
H -11.722 -15.644 -25.665
H -7.896 -8.222 -29.113
H -10.149 -5.034 -26.704
H -10.112 -2.491 -24.749
H -12.201 -7.195 -25.366
H -10.058 -8.100 -28.624
H -15.026 -9.683 -22.015
H -7.687 -9.454 -25.362
H -4.667 -8.043 -28.146
H -12.133 -5.306 -24.734
H -12.832 -12.795 -28.570
H -11.334 -10.083 -26.309
H -13.103 -14.679 -25.774
H -14.114 -6.668 -21.233
H -13.431 -8.606 -28.129
H -10.950 -12.038 -24.901
H -10.754 -7.967 -23.212
H -14.072 -12.832 -21.977
H -7.827 -2.467 -26.776
H -10.544 -4.702 -24.574
H -14.521 -11.649 -25.159
H -12.666 -12.438 -24.696
H -15.985 -6.243 -24.651
H -15.045 -14.255 -22.206
H -15.171 -7.983 -20.777
H -9.361 -6.491 -24.340
H -11.864 -12.433 -22.451
H -9.953 -11.492 -29.376
H -9.302 -9.418 -23.266
H -12.816 -9.546 -25.810
H -11.268 -11.486 -21.291
H -8.230 -13.239 -25.412
H -14.799 -9.457 -27.325
H -11.502 -9.551 -24.639
H -9.517 -2.863 -26.312
H -15.155 -8.328 -28.545
H -10.738 -8.631 -30.496
H -12.796 -12.105 -26.442
H -14.242 -13.353 -27.555
H -9.421 -7.730 -25.993
H -15.203 -5.276 -28.118
H -16.779 -4.733 -24.418
H -11.055 -10.330 -28.594
H -13.771 -3.301 -23.167
H -6.342 -10.610 -25.804
H -9.574 -5.866 -27.949
H -7.113 -5.750 -25.198
H -14.136 -6.686 -27.257
H -11.107 -1.771 -26.095
H -15.559 -7.124 -22.243
H -13.375 -11.123 -20.458
H -7.349 -7.130 -24.111
H -9.524 -9.947 -21.563
H -11.738 -7.361 -26.864
H -13.059 -8.703 -21.516
H -12.504 -4.855 -27.962
H -13.165 -7.958 -23.150
H -8.686 -8.325 -21.950
H -10.399 -11.631 -27.600
H -10.862 -6.933 -31.047
*
```



Entry 2:
The following is a DFT calculation (wB97M-V/def2-TZVPD) of an isolated molecule of C22H38N6O5.

Output
- orbital gap (eV) = 9.7775
- SMILES = CC(C)(C)OC(=O)NCCCCc1cn(CC(=O)N2CCN(C(=O)OC(C)(C)C)CC2)nn1
- E_HOMO (eV) = -9.142

Geometry as ORCA input:
```
! wB97M-V def2-TZVPD RIJCOSX def2/J DEFGRID3
* xyz 0 1
O 2.780 -0.865 0.618
O 1.083 -1.831 1.787
O -0.368 3.792 0.426
O 1.142 2.253 1.176
O -0.502 -1.732 -4.759
N -0.957 1.651 0.875
N -0.152 -2.322 -2.615
N -4.134 -1.452 -1.019
N -3.141 -2.011 -2.807
N -3.538 -2.420 -1.607
N 0.704 -1.042 -0.261
C 3.006 -3.061 2.654
C -4.148 -0.370 -1.827
C 3.451 2.301 1.616
C 2.076 4.373 1.973
C 1.866 -2.095 2.978
C 2.401 -0.791 3.565
C 2.525 3.538 -0.362
C -0.529 -2.860 -1.326
C -0.900 -2.247 -3.733
C -0.571 -1.721 -0.296
C 2.285 3.140 1.095
C 1.634 -1.232 0.722
C -0.073 2.677 0.786
C -4.730 0.931 -1.404
C 0.865 -2.745 3.934
C -3.503 -0.723 -2.997
C 1.130 -0.539 -1.549
C 1.146 -1.670 -2.583
C -3.785 2.109 -1.676
C -2.315 1.786 0.391
C -2.370 1.908 -1.136
C -2.327 -2.825 -3.664
H -4.213 3.009 -1.234
H 3.159 -0.370 2.912
H 3.331 2.115 2.680
H 2.128 -0.117 -1.433
H -3.719 2.268 -2.755
H 1.672 4.092 -0.745
H -0.808 -2.117 0.689
H -2.880 0.919 0.736
H 2.987 4.965 1.990
H 3.549 -3.302 3.563
H -2.339 -3.848 -3.286
H -1.761 2.766 -1.421
H -2.724 -2.806 -4.683
H -1.927 1.017 -1.589
H 0.448 -3.644 3.486
H 2.674 2.647 -0.969
H -5.667 1.101 -1.942
H 1.907 -2.407 -2.309
H 3.691 -2.605 1.944
H 0.437 0.248 -1.865
H -2.739 2.693 0.830
H 1.359 -3.011 4.863
H 3.479 1.346 1.097
H -3.280 -0.191 -3.897
H 4.388 2.826 1.453
H 1.593 -0.071 3.672
H 2.838 -0.983 4.541
H -4.967 0.861 -0.342
H 2.610 -3.979 2.226
H 1.356 -1.280 -3.579
H -1.500 -3.350 -1.353
H 0.233 -3.588 -1.023
H 0.052 -2.056 4.148
H 3.410 4.164 -0.430
H -1.345 -1.002 -0.584
H -0.579 0.737 1.058
H 1.834 4.069 2.990
H 1.263 4.980 1.586
*
```



Entry 3:
The following is a DFT calculation (wB97M-V/def2-TZVPD) of a cluster of 2 separate species, C4H9NO2 in total.

Output
- orbital gap (eV) = 9.6615
- E_HOMO (eV) = -8.626

Geometry as ORCA input:
```
! wB97M-V def2-TZVPD RIJCOSX def2/J DEFGRID3
* xyz 0 1
O -1.270 1.028 2.323
O -0.244 1.009 0.422
N 0.958 -1.021 -1.010
C -0.499 0.315 1.518
C 1.106 -1.298 -2.427
C -1.717 2.344 1.953
C 1.117 -1.973 -0.191
H 0.204 -0.965 -2.949
H -2.261 2.322 1.005
H 0.282 0.403 -0.165
H -0.872 3.030 1.865
H 1.366 -2.989 -0.522
H 1.951 -0.721 -2.816
H -2.375 2.664 2.761
H 0.981 -1.783 0.873
H 1.271 -2.365 -2.641
*
```



Entry 4:
The following is a DFT calculation (wB97M-V/def2-TZVPD) of an isolated molecule of C18H19NO2.

Output
- orbital gap (eV) = 8.7897
- SMILES = COc1cccc(NC(=O)c2ccc3c(c2)CCCC3)c1
- E_HOMO (eV) = -8.130

Geometry as ORCA input:
```
! wB97M-V def2-TZVPD RIJCOSX def2/J DEFGRID3
* xyz 0 1
O 1.343 1.864 0.120
O 6.092 0.849 0.444
N 1.451 -0.367 -0.370
C -4.753 -1.174 1.239
C -1.373 1.817 -0.760
C 5.514 -1.309 -0.240
C -5.527 0.022 0.653
C 2.820 -0.646 -0.319
C -2.773 -0.471 -0.066
C -3.614 -1.645 0.325
C -0.684 0.704 -0.288
C -2.747 1.783 -0.903
C 3.755 0.313 0.055
C -1.397 -0.437 0.073
C 4.579 -2.253 -0.608
C 5.738 2.170 0.783
C 3.234 -1.933 -0.651
C -3.453 0.640 -0.567
C -4.939 0.517 -0.677
C 0.797 0.812 -0.148
C 5.104 -0.017 0.094
H -6.573 -0.243 0.496
H 0.880 -1.151 -0.652
H 6.566 -1.543 -0.203
H 5.083 2.197 1.660
H -3.018 -2.403 0.836
H -5.178 -0.205 -1.463
H -5.391 1.471 -0.951
H -0.892 -1.294 0.498
H -3.273 2.650 -1.276
H 4.899 -3.251 -0.866
H 2.505 -2.677 -0.942
H -5.430 -2.010 1.422
H 5.246 2.681 -0.050
H -4.040 -2.101 -0.574
H -5.504 0.850 1.364
H -0.810 2.703 -1.010
H -4.319 -0.890 2.199
H 6.674 2.674 1.016
H 3.408 1.300 0.305
*
```



In order of appearance, energy above the lowest of the compared OMol25 structures with the same formula, charge and spin = 1.331; 0.008; 3.602; 0.284 eV.